No. 1
Entry from the Open Molecules 2025 dataset: C20H21ClN4O4 in the gas phase at a distorted geometry (wB97M-V/def2-TZVPD).

Results
Kohn-Sham gap in eV: 8.7
SMILES string: COc1ccc(Cl)cc1NC(=O)C/C(C)=N/NC(=O)C(=O)NCc1ccccc1
Highest occupied orbital energy in eV: -8.2
LUMO energy in eV: 0.47
Energy above the lowest of the compared OMol25 structures with the same formula, charge and spin in kcal/mol: 85.2

The geometry in XYZ format:
```
50
Properties=species:S:1:pos:R:3:forces:R:3
Cl -1.517565 -3.409523 -6.858268 0.0 0.9 1.5
O -2.711600 -2.159981 -1.057671 0.6 1.3 0.0
O 2.101943 -1.864241 2.161006 -0.7 0.7 -0.3
O -0.804692 -1.778182 2.804366 0.2 1.0 -1.4
O -0.020861 0.847202 -3.844237 -0.4 -0.6 -1.6
N 0.409150 0.305169 0.055615 -1.4 2.5 -2.3
N -1.334115 -0.342095 -2.327760 0.2 -1.2 -0.9
N 1.289907 -0.487290 0.534730 2.3 -4.1 5.0
N 0.162716 -0.144367 3.962828 1.3 0.9 -0.7
C -2.474810 -3.982392 -4.334636 1.3 2.6 0.0
C 0.063478 -0.907264 2.793404 -1.4 -1.5 2.9
C 0.560675 2.590387 2.927154 -1.7 0.5 -0.2
C 2.319813 1.241736 -1.443143 -0.7 -3.3 1.6
C -2.381842 -2.557941 -2.289839 0.7 0.5 -1.7
C 2.804683 2.595199 3.711209 -0.8 0.7 -0.8
C -3.498064 -2.842216 -0.146060 -1.1 -2.7 -1.7
C -1.763516 -3.013960 -5.131066 -1.0 -0.7 3.9
C -0.119788 1.645119 -1.706328 -1.5 2.1 -0.3
C -2.733487 -3.737516 -2.952718 0.9 1.4 -1.5
C 0.878814 1.012870 -0.908997 1.8 0.4 0.6
C 1.221012 -1.095222 1.804224 1.2 0.3 -0.8
C 0.740004 3.841515 2.265331 0.5 -1.2 0.1
C -1.318735 -1.837770 -4.374909 -1.3 -1.4 -1.4
C -1.632065 -1.569275 -3.003533 0.0 -0.8 -2.2
C 1.539876 1.981358 3.672969 1.6 -0.1 -0.3
C 2.021906 4.423642 2.361853 -2.6 1.7 -0.5
C -0.541683 0.678526 -2.774753 0.6 0.3 0.2
C 3.014952 3.809406 3.065927 -0.2 -0.9 0.4
C 1.376703 0.616846 4.338089 0.0 0.4 0.4
H -0.879744 1.877112 -0.996558 -1.2 0.2 0.2
H 3.128766 0.678178 -0.915124 -0.7 0.6 -0.1
H 0.188402 2.584773 -2.183544 0.1 -0.5 0.0
H 3.965735 4.269515 3.075605 1.0 0.4 0.3
H 2.329857 0.051196 4.203201 -1.0 0.0 -0.3
H -0.932679 -1.145709 -5.086560 0.8 1.1 0.5
H 2.537393 2.273392 -1.420945 0.2 1.1 -0.4
H 1.375770 0.818490 5.424583 -0.4 -0.4 -0.3
H 2.041217 -0.868644 -0.010094 0.4 0.0 -0.2
H -4.591668 -2.867950 -0.433174 1.0 0.6 0.5
H -1.084303 -0.553295 -1.380760 -0.6 0.3 0.9
H -0.651971 -0.122165 4.607591 1.0 -0.4 -1.0
H 3.659243 2.196353 4.187364 0.5 -0.8 0.7
H -3.308702 -4.406891 -2.416323 -1.1 -1.5 0.9
H 2.248643 0.747132 -2.403992 0.4 0.7 -0.8
H -0.057290 4.261043 1.607108 0.7 -0.2 0.9
H 2.092500 5.496060 2.062836 0.4 -1.1 -0.3
H -2.835656 -4.839018 -4.837577 -0.4 -0.9 -0.1
H -3.240438 -2.473414 0.805202 -0.2 0.6 1.2
H -0.422839 2.071235 2.996818 0.7 0.7 -0.7
H -3.215046 -3.907129 -0.190443 0.0 0.1 0.4
```
Forces are in eV/Å.

These are the Löwdin partial charges, in e, on atoms 1 to 2: 0.60, -0.08

***

No. 2
Entry from the Open Molecules 2025 dataset: C6H13CoO3 as an isolated structure at a distorted geometry (wB97M-V/def2-TZVPD).

Results
Kohn-Sham gap (alpha / beta) in eV: 8.5 / 8.7
Multiplicity: 5
Highest occupied orbital energy (alpha / beta) in eV: -7.9 / -9.3
LUMO energy (alpha / beta) in eV: 0.59 / -0.55
Energy above the lowest of the compared OMol25 structures with the same formula, charge and spin in kcal/mol: 0.0

The geometry in XYZ format:
```
23
Properties=species:S:1:pos:R:3:forces:R:3
Co -2.924276 1.185291 -0.015648 -0.2 0.1 -0.2
O -1.190034 0.215428 0.238692 0.6 -0.1 0.4
O -1.947249 2.410034 -1.081613 -0.9 -0.6 0.4
O -3.757911 -0.351309 0.713211 0.1 0.8 -0.5
C -2.800573 -1.252837 1.164418 0.4 -0.3 0.3
C -0.586018 2.131739 -1.025820 1.0 0.3 0.2
C 3.322639 -0.603723 0.770535 -0.4 -0.1 0.4
C 2.745573 -0.037795 -0.494765 0.3 0.3 -0.9
C -1.517744 -1.173843 0.335128 0.1 -0.6 -0.1
C -0.309916 0.660619 -0.761375 2.6 -0.9 -0.9
H 2.953552 -0.064823 1.659734 0.2 -0.2 -0.3
H 4.424934 -0.529137 0.785076 -0.3 0.1 -0.1
H -0.078068 2.731475 -0.237611 -0.3 -0.2 -0.2
H 3.144968 0.939613 -0.789792 -0.4 0.0 0.3
H -2.534609 -1.067158 2.225861 -0.1 0.0 -0.3
H -1.684676 -1.557812 -0.684661 0.0 0.1 0.2
H -0.688438 -1.730734 0.796384 -0.1 0.2 -0.1
H 2.816120 -0.686407 -1.374502 -0.3 -0.1 0.3
H -3.156605 -2.299934 1.110325 0.0 0.3 0.0
H 3.078452 -1.669165 0.888186 0.0 0.3 0.0
H -0.073391 2.391022 -1.973912 -0.2 -0.1 0.3
H -0.346960 0.029352 -1.662020 -0.7 0.1 0.1
H 1.110231 0.330093 -0.585836 -1.5 0.6 0.6
```
Forces are in eV/Å.

These are the Löwdin partial charges, in e, on atoms 1 to 2: 0.97, -0.24

***

No. 3
Entry from the Open Molecules 2025 dataset: a 7-piece molecular cluster, C53H65BrF7O6P2 overall at a distorted geometry (wB97M-V/def2-TZVPD).

Results
Kohn-Sham gap in eV: 4.9
Net charge: -1
Highest occupied orbital energy in eV: -3.3
LUMO energy in eV: 1.66

The geometry in XYZ format:
```
134
Properties=species:S:1:pos:R:3:forces:R:3
Br 4.090227 -2.271211 -7.498348 -0.1 0.0 0.1
P -2.684502 -0.316237 -6.737769 -1.1 0.8 0.5
P -0.913208 0.548416 -7.852025 -0.9 0.6 -0.9
F -2.536665 0.171437 0.156470 0.0 0.0 0.0
F -3.219411 4.511337 5.733514 -0.1 0.0 0.1
F 6.440008 -2.094982 4.240798 0.1 -0.1 0.1
F 1.638888 -2.464339 0.189015 0.0 0.0 0.0
F 2.537292 2.178049 3.524732 0.0 0.5 0.0
F -2.768785 2.619021 -7.421603 -0.2 0.0 0.0
F -4.248735 -0.775850 7.026636 0.1 0.0 0.0
O 0.745749 -4.319466 -3.803653 0.2 0.1 -0.1
O 0.246098 0.362432 -6.571065 0.9 0.1 -0.4
O -0.358574 -1.016985 -8.466416 0.8 -0.2 0.4
O 1.897038 -0.879305 -5.706625 0.1 -0.1 -0.4
O 4.228572 -0.164313 -9.198974 0.0 -0.2 0.2
O -0.123922 -2.573810 -6.842526 0.6 0.1 0.3
C -2.299489 -0.784749 -4.975533 0.0 -0.3 0.0
C 7.305557 0.507441 1.897841 0.0 0.0 0.1
C -7.717742 -1.642986 7.524599 0.0 0.1 0.0
C 1.381474 2.878737 3.600505 -0.3 0.0 -0.1
C -0.845606 -4.135610 -1.934918 -0.2 0.0 -0.2
C -3.117347 3.752833 6.845727 -0.1 -0.1 0.2
C 6.782304 -0.672388 2.405301 -0.1 -0.1 -0.1
C -3.839682 0.196224 2.109774 -0.1 0.1 0.0
C 1.419555 4.230213 3.871035 0.2 0.1 0.1
C -6.386056 -1.745398 7.148033 0.1 -0.1 -0.1
C 2.950873 -3.235614 1.984395 0.0 -0.2 -0.1
C -8.187412 -0.482803 8.125510 0.0 0.0 0.0
C 1.292054 -0.504698 -6.918114 -0.7 0.3 0.2
C 7.635095 -0.099059 4.592061 0.0 0.0 0.2
C 2.226676 -2.227099 1.377762 0.2 0.0 0.2
C -1.553942 4.108184 -5.449930 0.0 -0.9 0.3
C -7.321563 0.578478 8.354533 0.0 -0.1 0.0
C 0.229469 -3.249724 -4.593392 -0.2 -0.4 -0.3
C 6.956940 -0.952827 3.745820 0.0 0.2 -0.2
C 0.220174 4.928775 3.935042 -0.1 -0.2 0.0
C 2.253153 0.151313 -7.932195 0.4 -0.6 0.6
C -4.110950 -0.335812 3.363160 0.1 -0.1 0.0
C 2.682329 -0.744306 3.191000 0.0 -0.3 0.1
C -5.986636 0.483115 7.989475 0.1 0.1 0.0
C 0.697246 -3.398268 -6.033403 0.3 -0.2 0.6
C 3.554848 -2.984746 3.209742 -0.1 0.1 0.0
C -2.945413 2.203009 9.111995 0.0 0.0 0.1
C 0.584656 -1.666363 -7.665005 -1.4 0.2 -1.0
C -2.246723 2.680994 6.859578 0.1 0.0 -0.1
C 0.599010 -4.072080 -2.429833 -0.3 0.1 0.7
C 0.194612 2.203217 3.389485 0.0 -0.2 -0.1
C 2.725555 0.097929 -5.109472 0.2 -0.3 0.5
C -0.995429 2.911569 3.450536 0.0 0.1 0.0
C -3.901826 4.072471 7.936676 -0.1 0.1 0.0
C -2.805493 -0.341544 1.367159 0.0 -0.1 0.2
C 2.737517 -0.104012 -3.586340 0.2 0.4 -0.3
C -5.542987 -0.678707 7.389228 -0.3 0.0 0.1
C 3.523055 -0.585603 -8.343093 -0.1 0.8 -0.5
C -1.406067 2.338685 -7.267062 0.6 -0.3 0.0
C -2.312457 -1.909521 3.095487 -0.1 0.1 0.0
C -3.348627 -1.385769 3.858409 0.0 -0.1 0.1
C 7.996916 1.380082 2.728077 0.0 0.0 0.0
C 2.091847 -0.982881 1.960811 -0.2 0.1 -0.2
C -2.038293 -1.388976 1.838755 0.2 -0.1 -0.1
C -3.816763 3.283681 9.075096 0.1 0.0 0.0
C 4.161562 -0.121941 -3.025283 -0.5 0.1 0.8
C 8.162042 1.074935 4.072385 0.0 0.0 -0.1
C -0.961534 2.734649 -5.868680 -0.6 1.1 0.3
C -3.274020 -1.815467 -7.636026 0.7 -0.4 -0.2
C -2.159952 1.906915 8.007313 -0.1 0.1 0.0
C -0.985661 4.272154 3.726804 0.1 0.1 -0.1
C 3.416259 -1.743537 3.816808 0.0 0.0 0.0
C 4.125820 -0.246118 -1.475709 0.0 -0.4 -0.7
H -7.685853 1.485681 8.818339 0.0 0.0 0.0
H -4.920491 0.071929 3.954591 0.0 0.0 0.0
H 1.714744 0.328570 -8.860871 -0.1 -0.1 0.0
H 7.169983 0.745846 0.851439 0.0 0.0 0.0
H 2.370278 4.721352 4.030819 0.0 0.0 0.0
H -1.712019 -2.723164 3.480426 0.0 0.0 0.0
H 7.745184 -0.353461 5.637970 0.0 0.0 0.0
H -1.912883 4.819535 3.773556 0.0 0.0 0.0
H 2.198212 -1.014013 -3.317336 0.1 -0.1 -0.1
H -1.480688 1.065755 8.034419 0.0 0.0 0.0
H 8.701858 1.752955 4.719987 0.0 0.0 0.0
H -1.650737 2.459322 5.986309 0.0 0.0 0.0
H -0.909952 -3.889245 -0.873145 0.1 -0.1 0.0
H 1.749704 -3.121970 -6.083354 -0.1 0.0 -0.2
H -2.716685 -1.771312 -4.747390 0.2 0.0 0.0
H -8.389854 -2.471791 7.347009 0.0 0.0 0.0
H -9.227529 -0.406260 8.413643 0.0 0.0 0.0
H 3.036010 -4.199835 1.500445 0.0 0.0 0.0
H 2.194309 0.721832 -3.118200 -0.1 -0.1 0.0
H 0.122092 2.844361 -5.830504 0.1 -0.4 -0.1
H -1.268681 -5.129066 -2.098564 0.1 0.0 0.1
H 0.229406 5.989966 4.144856 0.0 0.0 0.0
H -2.881951 1.588596 10.000619 0.0 0.0 0.0
H 1.521274 -0.211308 1.457607 0.0 0.0 -0.1
H -2.810364 -0.078889 -4.316782 0.0 0.1 -0.1
H 2.566414 1.136158 -7.585145 0.1 0.0 0.0
H 0.206863 1.142559 3.169997 0.0 0.0 0.0
H -1.236300 -1.784562 1.228097 0.0 0.0 0.0
H 3.882574 -1.552071 4.773770 0.0 0.0 0.0
H 1.193612 -2.220467 -8.393067 0.5 -0.1 0.5
H -4.435824 3.510893 9.933257 0.0 0.0 0.0
H 6.241733 -1.367644 1.776233 0.0 0.0 0.0
H 4.664637 0.813083 -3.277418 0.1 -0.1 -0.3
H -1.933437 2.395612 3.286449 0.0 0.0 0.0
H 4.755951 0.491664 -0.981308 0.0 0.0 0.1
H 4.454151 -1.246583 -1.188301 0.0 0.1 0.2
H -3.508539 -1.478116 -8.647961 0.0 0.1 0.0
H 1.015209 -3.093750 -2.149626 0.1 0.0 -0.2
H -1.116117 4.927123 -6.018833 -0.1 0.1 0.0
H -1.491826 -3.425710 -2.454310 0.1 0.1 0.0
H 2.403728 1.115543 -5.336085 -0.1 0.0 -0.2
H 4.695438 -0.965194 -3.463626 0.2 0.1 -0.1
H -1.264212 2.017546 -5.103974 0.1 -0.3 -0.2
H 0.041426 1.250305 -8.703219 0.3 -0.4 0.2
H -2.636528 4.071955 -5.561533 0.0 0.2 -0.2
H -3.559787 -1.793322 4.838519 0.0 0.0 0.0
H -5.295314 1.296003 8.165990 0.0 0.0 -0.1
H -6.001431 -2.637837 6.672141 0.0 0.0 0.0
H 0.623182 -4.453215 -6.322511 -0.2 0.0 -0.1
H -0.862127 -3.297849 -4.615370 0.0 0.2 0.1
H 3.093824 -0.135062 -1.143563 0.1 0.1 0.2
H 2.554713 0.220401 3.649639 0.1 -0.1 0.1
H -0.901735 3.012558 -7.974303 0.0 -0.1 -0.1
H 1.171956 -4.820569 -1.877127 0.1 -0.1 -0.2
H -2.526949 -2.610431 -7.730799 -0.1 0.0 0.1
H -1.820581 0.599912 -8.984286 -0.1 0.0 0.3
H -4.416714 1.018710 1.708175 0.0 0.0 0.0
H 0.559208 -2.288927 -4.190720 -0.1 0.0 0.0
H -1.362443 4.238892 -4.380576 0.1 0.3 -0.1
H -4.194077 -2.218212 -7.210325 0.0 0.1 0.2
H 8.405515 2.298580 2.328084 0.0 0.0 0.0
H -4.570781 4.921479 7.886995 0.0 0.0 0.0
H 4.133932 -3.761879 3.690415 0.0 0.0 0.0
H 3.753433 -0.044150 -5.473389 0.0 0.1 -0.1
H -1.237153 -0.759970 -4.730418 0.0 -0.1 -0.1
```
Forces are in eV/Å.

These are the Löwdin partial charges, in e, on atoms 1 to 2: 0.75, 0.81

***

No. 4
Entry from the Open Molecules 2025 dataset: H18Na4O13S as an isolated structure at a distorted geometry (wB97M-V/def2-TZVPD).

Results
Kohn-Sham gap in eV: 7.8
Net charge: +2
Highest occupied orbital energy in eV: -15.6
LUMO energy in eV: -7.84
Energy above the lowest of the compared OMol25 structures with the same formula, charge and spin in kcal/mol: 25.2

The geometry in XYZ format:
```
36
Properties=species:S:1:pos:R:3:forces:R:3
S 0.109571 -0.517350 -0.357917 0.8 -1.1 -0.8
Na -2.252999 -0.623705 -3.376375 0.4 0.7 -0.1
Na 3.680570 -0.778460 -0.745882 -0.3 -0.8 -0.1
Na 2.190668 2.265298 -1.008612 -0.7 0.4 -0.2
Na -1.260095 -3.011516 -1.139926 0.3 -0.2 0.6
O 1.392915 -0.198291 -1.065542 0.4 0.2 0.9
O 0.182958 -1.847169 0.266352 0.3 -0.1 0.1
O 0.290592 -0.213777 3.405664 0.2 -0.1 -0.1
O 2.159959 1.770601 1.370390 0.2 0.1 -0.9
O -3.390488 0.838874 0.044694 0.2 -0.2 -0.4
O -0.272400 -3.573226 2.455720 0.2 0.0 -0.2
O -0.903224 -0.699013 -1.450038 -1.1 0.4 -0.5
O -0.956791 3.486095 -0.157570 0.1 -0.4 -0.4
O 2.601576 -3.313849 -0.239318 0.2 0.8 0.1
O -2.008365 2.036798 2.132786 0.1 0.2 -0.4
O 1.502310 -0.304955 -3.724826 -0.2 -0.3 0.0
O -0.209935 0.534061 0.585732 -0.3 0.0 -0.6
O -0.244933 2.049463 -2.451646 0.2 0.2 0.2
H 1.792584 -2.896603 0.099243 0.0 -0.1 0.1
H -3.931931 0.445731 -0.645129 -0.3 0.1 0.2
H 1.298935 -0.378185 -2.776868 0.1 0.1 -0.2
H 0.091632 -0.395664 2.481300 0.0 0.1 0.2
H -0.931069 -4.198533 2.139491 0.0 0.0 0.1
H -0.674948 2.649758 -1.802721 0.0 0.0 -0.1
H -1.146359 2.713901 0.401237 -0.2 0.5 0.3
H 2.994600 -3.742782 0.531946 0.0 -0.2 -0.1
H -1.216289 1.555260 1.873136 -0.2 -0.3 0.6
H -2.714775 1.631126 1.608535 -0.1 0.1 0.4
H 1.245983 1.535691 1.127365 -0.1 -0.1 0.5
H -0.423413 1.163324 -2.123894 0.0 0.0 0.0
H -2.475170 0.661025 -0.205142 0.0 0.0 0.0
H -1.673287 4.094984 0.062152 0.1 0.1 0.0
H 1.711498 -1.204395 -4.001605 0.1 0.1 -0.2
H 2.590129 0.923728 1.529736 -0.1 0.0 0.5
H 0.956537 0.481774 3.411653 -0.1 0.1 0.1
H -0.106546 -2.940018 1.745881 -0.2 -0.1 0.3
```
Forces are in eV/Å.

These are the Löwdin partial charges, in e, on atoms 1 to 2: 0.39, 0.85